No. 1
ORCA calculation (wB97M-V/def2-TZVPD) on C6H14N2O2S in the gas phase at a distorted geometry.

Output
largest force on an atom = 4.63 eV/Å
HOMO-LUMO gap (spin up / spin down) = 8.638 / 6.240 eV
energy above the lowest of the compared OMol25 structures with the same formula, charge and spin = 640.02 kJ/mol
HOMO (spin up / spin down) = -8.508 / -7.017 eV

Each line ends with the Mulliken charge.
Element x y z (Å)
S: 2.07616 0.15441 -0.10258  1.21
O: 1.76633 0.74404 -1.44413  -0.65
O: 3.43320 -0.30205 0.08509  -0.69
N: -1.08716 1.41338 0.54491  -0.44
N: -0.09024 -1.65929 -0.25656  0.28
C: -1.88022 0.44582 -0.02625  -0.28
C: -0.84072 -0.64684 -0.91972  -1.18
C: 1.02140 -1.27358 0.26921  -0.51
C: -0.78932 -2.88112 0.20165  -1.07
C: 1.73445 1.26705 1.24133  -1.13
C: -0.57114 2.29139 -0.43901  -1.10
H: -2.38238 -0.21495 0.77637  0.32
H: -1.40211 2.56221 -1.11990  0.38
H: 0.26394 1.94432 -0.91513  0.43
H: -0.34909 0.16610 -1.45050  0.61
H: 2.42472 1.08949 2.05950  0.39
H: 1.32026 -1.89271 1.07383  0.40
H: -0.34699 -3.64476 -0.43594  0.35
H: -1.57614 -1.17109 -1.73893  0.40
H: -0.32802 3.29494 -0.13840  0.29
H: 0.54456 1.28042 1.37551  0.55
H: 2.10993 2.25063 1.03672  0.38
H: -0.70226 -3.18946 1.19291  0.40
H: -2.53301 0.61261 -0.99404  0.29
H: -1.81615 -2.64096 0.12407  0.38



No. 2
ORCA calculation (wB97M-V/def2-TZVPD) on a molecular structure, C31H76Cu2N5O13 at a distorted geometry.

Output
largest force on an atom = 3.25 eV/Å
HOMO-LUMO gap (spin up / spin down) = 3.659 / 2.438 eV
energy above the lowest of the compared OMol25 structures with the same formula, charge and spin = 731.82 kJ/mol
HOMO (spin up / spin down) = -12.920 / -12.920 eV
net charge = +3
multiplicity = 3

Each line ends with the Mulliken charge.
Element x y z (Å)
Cu: 4.51633 2.57834 5.10805  0.82
Cu: -0.93717 6.05432 3.79079  0.92
O: 5.14433 3.06954 -3.54996  -0.33
O: -3.40723 -8.45928 -3.49433  -0.35
O: -3.89373 5.15861 3.36950  -0.22
O: -3.04790 -6.34078 1.78462  -0.33
O: 5.60128 0.30244 6.68071  -0.15
O: -0.23735 2.33464 3.01054  -0.45
O: -6.05994 1.19505 -1.69298  -0.27
O: 4.96913 -2.58249 -2.26759  -0.31
O: -0.10748 0.46766 1.97358  -0.33
O: -3.93358 6.77937 -1.93104  -0.36
O: 1.61100 1.21832 3.21367  -0.40
O: -1.92354 -2.86700 -4.55990  -0.21
O: 7.04705 2.71138 6.44889  -0.02
N: 7.02209 1.01597 4.34834  -0.21
N: -4.42770 -1.54617 -3.65109  -0.32
N: -3.05536 -6.16635 -1.52843  0.16
N: -2.96153 5.96373 0.60889  -0.36
N: 4.11410 0.40739 -2.69534  -0.20
C: -4.72341 6.88115 -3.10382  -0.75
C: 4.50820 -0.10894 7.52580  -0.81
C: -3.06154 -5.25508 0.85458  -0.66
C: -3.27251 -0.85644 -4.29738  -0.55
C: 3.24855 -0.73082 -2.38352  -0.60
C: 6.33223 -0.68762 5.89791  -0.75
C: 7.51470 -0.03827 5.16922  -0.70
C: -1.39842 -3.90901 -5.31543  -0.81
C: 0.46051 1.31846 2.79080  0.84
C: -3.05725 5.67604 -1.95198  -0.42
C: 4.79849 2.72435 -2.21739  -0.52
C: -4.12500 -9.14273 -4.50968  -0.75
C: 3.67484 1.63620 -2.05771  -0.68
C: -3.91688 -6.18143 2.86352  -0.75
C: 5.89618 4.27950 -3.56731  -0.71
C: -3.33256 -7.53855 -1.22853  -0.40
C: -2.42231 -1.74853 -5.25273  -0.74
C: 5.54570 -3.70129 -2.91417  -0.73
C: 8.24204 2.82849 5.57155  -0.69
C: 8.04669 2.06966 4.17944  -0.81
C: -4.95560 -0.84707 -2.47151  -0.64
C: 7.25484 3.30248 7.72514  -0.85
C: -4.60632 5.47632 4.56432  -0.73
C: -7.14817 2.00977 -1.77140  -0.76
C: -4.09661 -8.29832 -2.26426  -0.80
C: -2.28182 -5.51205 -0.52607  -0.65
C: -4.03854 4.97241 0.84135  -0.48
C: -5.90739 0.29335 -2.82800  -0.40
C: -4.74609 4.99019 2.22214  -0.93
C: -2.21046 5.67226 -0.64599  -0.82
C: 3.87657 -2.05736 -3.00502  -0.57
H: -4.07388 -2.44827 -3.36628  0.19
H: 8.25693 0.26033 5.90950  0.24
H: -3.58889 3.98967 0.69940  0.31
H: -4.19715 7.30508 -3.95906  0.31
H: -5.18944 6.36290 4.31521  0.36
H: -1.35690 -6.07290 -0.39165  0.41
H: -0.90617 -4.66909 -4.70873  0.18
H: -5.09271 -7.92656 -2.50442  0.44
H: -1.53689 6.52024 -0.76980  0.39
H: 8.08740 2.85249 8.26593  0.32
H: 4.62551 -1.17738 7.70687  0.28
H: -4.83008 -9.84987 -4.07274  0.34
H: -5.59076 -1.58788 -1.98584  0.33
H: -2.52702 -4.40153 1.27153  0.50
H: 4.13676 -1.85514 -4.04401  0.34
H: -3.73683 -0.07915 -4.90428  0.35
H: 6.58164 -1.53444 6.53729  0.46
H: -5.53167 7.58976 -2.92306  0.28
H: -8.01829 1.41790 -2.05545  0.38
H: 5.62963 2.37851 -1.60282  0.33
H: -0.90267 1.00483 1.94659  0.32
H: -4.22594 -0.54289 -1.72106  0.35
H: 7.03761 0.57849 3.43814  0.30
H: -1.53759 4.81481 -0.65765  0.35
H: 4.33239 3.58355 -1.73506  0.38
H: -2.62281 -0.40964 -3.54480  0.35
H: -7.00093 2.77043 -2.53809  0.28
H: 7.69987 2.85077 3.50291  0.31
H: -3.76067 -6.94299 3.62753  0.26
H: 6.32067 3.19197 8.27579  0.23
H: 6.52706 -3.85990 -2.46709  0.25
H: 6.59369 4.28056 -2.72971  0.32
H: 8.51906 3.87024 5.40996  0.45
H: -1.60789 -1.19729 -5.72277  0.41
H: 3.46372 1.55228 -0.99165  0.29
H: 4.89913 -4.57801 -2.87652  0.29
H: -5.50303 5.77179 2.15697  0.41
H: -4.74225 5.24017 0.05319  0.43
H: 5.27739 5.17679 -3.55828  0.26
H: -4.06091 -4.95005 0.54423  0.38
H: 8.03384 -0.73944 4.51580  0.51
H: 5.61472 -1.12437 5.20326  0.37
H: 7.42974 4.37221 7.61026  0.35
H: -4.96806 -6.24678 2.58273  0.33
H: 5.75972 -3.47426 -3.95856  0.32
H: 9.07431 2.42997 6.15171  0.46
H: -3.89225 5.82218 5.31172  0.23
H: -3.08802 -2.10374 -6.03935  0.39
H: 2.32837 -0.58129 -2.94835  0.33
H: -5.29391 4.05872 2.36481  0.41
H: 2.76740 2.05812 -2.48975  0.35
H: 3.61568 0.01300 6.91209  0.29
H: -2.56403 -6.10228 -2.40854  0.25
H: -7.35566 2.43714 -0.79039  0.23
H: 8.98606 1.70892 3.76044  0.35
H: -5.29792 5.97835 -3.31115  0.28
H: -4.70265 -8.41380 -5.07806  0.30
H: -3.81881 -7.61387 -0.25591  0.45
H: 4.28073 0.36887 8.47871  0.27
H: -3.49372 6.79653 0.40076  0.37
H: 6.44493 4.18183 -4.50402  0.26
H: -5.49525 0.92714 -3.61320  0.27
H: 3.07010 -0.80730 -1.31095  0.33
H: -1.87773 -4.57629 -0.91229  0.50
H: -6.89282 -0.10836 -3.06395  0.29
H: -2.44537 5.69063 -2.85392  0.52
H: -3.70925 -5.21785 3.32883  0.33
H: -5.21863 4.62979 4.87503  0.28
H: -4.25241 -9.29299 -1.84656  0.42
H: 4.32901 0.53370 -3.67409  0.23
H: -3.64930 4.76140 -1.98378  0.23
H: -3.44431 -9.64634 -5.19608  0.25
H: -2.39670 -8.07596 -1.07542  0.37
H: 3.12579 -2.84751 -3.01383  0.37
H: -2.21644 -4.45011 -5.79100  0.34
H: -0.76574 -3.43838 -6.06798  0.36



No. 3
ORCA calculation (wB97M-V/def2-TZVPD) on C6H9N in the gas phase.

Output
largest force on an atom = 0.96 eV/Å
HOMO-LUMO gap (spin up / spin down) = 6.166 / 6.315 eV
energy above the lowest of the compared OMol25 structures with the same formula, charge and spin = 298.57 kJ/mol
HOMO (spin up / spin down) = -5.891 / -5.899 eV

Each line ends with the Mulliken charge.
Element x y z (Å)
N: -0.31184 -0.88066 0.88771  -0.08
C: 0.28361 -0.85601 -0.47019  0.58
C: 0.14928 1.32295 0.47125  0.86
C: -0.43268 -1.78506 -1.44231  -1.27
C: 0.29157 0.60771 -0.74325  -1.00
C: -0.35442 0.32113 1.38343  -0.43
C: 0.40047 2.59235 0.93683  -1.20
H: -0.26798 -2.83960 -1.18600  0.36
H: -0.56940 -1.72110 1.38625  0.22
H: 0.15164 2.87665 1.95398  0.23
H: 1.29842 -1.27165 -0.30585  0.10
H: -0.70189 0.48951 2.40094  0.36
H: -0.02266 -1.61969 -2.44356  0.30
H: -1.50470 -1.57679 -1.47864  0.37
H: 0.69905 1.01181 -1.66099  0.31
H: 0.89151 3.32847 0.31039  0.28



No. 4
ORCA calculation (wB97M-V/def2-TZVPD) on 4 unconnected molecules or ions with the total composition C22H30FN3O11 at a distorted geometry.

Output
largest force on an atom = 1.05 eV/Å
SMILES string = O=C(F)NC(=O)c1ccc2nccnc2c1.CCOC(=O)OC.CCOC(=O)OC.CCOC(=O)OC
HOMO-LUMO gap = 9.172 eV
energy above the lowest of the compared OMol25 structures with the same formula, charge and spin = 8.34 kJ/mol
HOMO = -9.971 eV

Each line ends with the Mulliken charge.
Element x y z (Å)
F: 0.39912 -1.08058 -0.03983  -0.18
O: -5.49485 1.76220 -3.12425  -0.36
O: 5.67036 -3.08778 2.64987  -0.33
O: -0.59827 0.78660 0.61036  -0.43
O: 3.58031 -3.07403 2.11674  -0.34
O: 4.14590 -2.80357 4.28992  -0.56
O: -0.46540 1.94542 -2.74643  -0.47
O: -1.50629 3.54182 6.46775  -0.35
O: -1.23074 2.65426 4.52156  -0.38
O: -5.27843 0.13308 -4.67854  -0.56
O: -1.11782 1.32200 6.34623  -0.56
O: -7.27895 0.93263 -4.00620  -0.35
N: 4.31202 -1.73256 -4.83929  -0.63
N: 4.48895 -0.63074 -2.23239  -0.58
N: -0.90583 0.01070 -1.56145  -0.11
C: 3.25402 -1.09177 -4.26593  0.49
C: 2.21720 0.07577 -2.40962  -0.21
C: -1.27160 2.39598 5.82455  0.75
C: 3.34407 -0.55285 -2.96603  0.18
C: 1.78704 -1.49273 2.61456  -0.74
C: -4.06275 1.84711 -3.01911  -0.11
C: -5.94666 0.87400 -4.00341  0.75
C: 4.43226 -2.96860 3.13355  0.77
C: 6.69996 -2.95646 3.63331  -0.66
C: -1.00539 1.51379 3.67269  0.00
C: 5.38447 -1.80349 -4.11373  -0.21
C: 2.19153 -2.94169 2.46132  -0.46
C: -0.12600 0.83159 -2.49982  -0.06
C: -2.27839 0.72340 3.46499  -1.18
C: -1.61242 3.40977 7.88663  -0.64
C: 1.05693 0.16748 -3.12481  0.45
C: 2.05428 -0.96299 -4.99088  -0.62
C: -3.46694 2.68508 -4.12748  -1.07
C: -7.90802 0.05017 -4.93801  -0.63
C: 0.97370 -0.34444 -4.44128  -0.56
C: 5.47308 -1.24914 -2.80723  -0.24
C: -0.39159 0.00270 -0.25134  0.46
H: -2.62009 0.28254 4.40123  0.40
H: -0.21457 0.89245 4.09245  0.27
H: 6.24493 -2.31179 -4.53028  0.39
H: -3.93360 3.67049 -4.15469  0.32
H: 7.62848 -3.21326 3.13222  0.22
H: 2.29201 -1.03377 3.46448  0.46
H: -7.55612 -0.97022 -4.80505  0.30
H: 1.97828 -3.51404 3.36327  0.34
H: 6.52973 -3.63416 4.46652  0.30
H: -3.87385 2.30359 -2.04995  0.32
H: -3.63814 0.84414 -3.00255  0.28
H: 6.74867 -1.93083 3.99526  0.30
H: -8.97238 0.10369 -4.73018  0.22
H: -2.39827 2.80725 -3.96348  0.32
H: 6.39975 -1.34810 -2.25572  0.42
H: -0.82470 -0.94788 -1.89771  0.36
H: -0.74613 2.89430 8.29476  0.30
H: -2.10927 -0.07708 2.74574  0.31
H: -3.06990 1.37195 3.08776  0.31
H: 0.71120 -1.41512 2.77043  0.19
H: -2.52093 2.87042 8.14994  0.29
H: -1.65951 4.42100 8.27954  0.22
H: 1.65366 -3.40425 1.63515  0.31
H: -3.61944 2.21549 -5.09943  0.29
H: 2.29574 0.47060 -1.40558  0.57
H: -7.71574 0.37762 -5.95843  0.29
H: 2.05616 -0.92931 1.72483  0.18
H: 0.05340 -0.24022 -4.99817  0.51
H: -0.65046 1.91987 2.73221  0.27
H: 2.01223 -1.36750 -5.99151  0.45